C18H21N2O5S | the ωB97M-V functional and the def2-TZVPD basis

Each line ends with the Löwdin charge.
Geometry (Å):
C (4.22056, -1.49900, 2.65586)  -0.084
C (3.59722, -0.12291, 2.53423)  -0.200
O (2.16394, -0.38417, 2.61116)  -0.065
C (1.31919, 0.59027, 3.08851)  -0.468
C (-0.07489, 0.27878, 2.52555)  -0.309
C (-1.14614, 1.29588, 2.95616)  -0.353
O (-0.91252, 2.50538, 3.04200)  0.061
C (-2.53254, 0.77732, 3.29761)  -0.130
C (-3.22650, -0.16345, 2.28200)  -0.202
C (-3.17091, -1.66396, 2.58793)  -0.217
C (-2.09412, -2.49060, 1.88398)  -0.236
C (-0.66909, -2.34228, 2.46848)  -0.217
C (-0.34772, -1.07468, 3.22020)  -0.158
O (1.62531, 1.52528, 3.82365)  0.098
H (5.31195, -1.47260, 2.53516)  0.071
H (4.00763, -1.94305, 3.63952)  0.078
H (3.79473, -2.17212, 1.89159)  0.082
H (3.89391, 0.56693, 3.33276)  0.120
H (3.81610, 0.31082, 1.54973)  0.114
H (-2.49877, 0.32737, 4.30033)  0.112
H (-3.15457, 1.68306, 3.39683)  0.115
H (-4.28994, 0.13715, 2.29034)  0.103
H (-2.83355, 0.06635, 1.27839)  0.054
H (-3.09571, -1.81269, 3.67337)  0.109
H (-4.14095, -2.07964, 2.27921)  0.100
H (-2.36927, -3.55543, 2.01310)  0.099
H (-2.05870, -2.29805, 0.80021)  0.074
H (-0.55296, -3.16190, 3.20718)  0.109
H (0.09815, -2.46673, 1.68698)  0.100
H (0.57471, -1.24979, 3.79319)  0.117
H (-1.07455, -0.82817, 4.01853)  0.110
O (2.09934, 7.71747, -1.75406)  0.014
N (2.94308, 6.83666, -1.45742)  -0.339
O (4.16012, 6.93500, -1.73880)  0.015
C (2.48168, 5.67539, -0.77269)  -0.198
C (3.37943, 4.64401, -0.43800)  -0.015
C (2.92104, 3.44101, 0.09236)  -0.010
C (1.53040, 3.19122, 0.36405)  -0.209
N (1.12526, 2.03928, 0.98581)  0.127
C (0.30337, 1.08063, 0.98486)  -0.668
S (-0.59189, -0.09250, 0.20768)  0.670
C (0.65331, 4.28952, 0.06424)  0.005
C (1.12324, 5.48002, -0.48415)  -0.011
H (4.42812, 4.81331, -0.65479)  0.108
H (3.64963, 2.64433, 0.31639)  0.102
H (-0.40524, 4.17161, 0.29478)  0.113
H (0.45412, 6.28845, -0.75199)  0.109

Output
* multiplicity: 1
* LUMO level: 2.0 eV
* total charge: -1
* energy above the lowest of the compared OMol25 structures with the same formula, charge and spin: 151.87 kcal per mole
* HOMO energy: -3.7 eV
* E: -43055.74297 eV

C8H18LiN2O | the ωB97M-V functional and the def2-TZVPD basis

Each line ends with the Löwdin charge.
Geometry (Å):
Li (-0.22000, 0.35059, 0.27325)  0.531
C (0.74530, -4.64714, 1.73692)  -0.145
N (0.05651, -3.42680, 1.38764)  -0.221
C (-0.96837, -3.12441, 2.36532)  -0.122
C (0.90052, -2.30472, 1.08514)  -0.554
C (2.00670, -2.58407, 0.09907)  -0.091
O (0.30203, -1.15482, 0.98483)  -0.284
H (0.01332, -5.44669, 1.87402)  0.071
H (1.32170, -4.54387, 2.67637)  0.077
H (1.42927, -4.95574, 0.94938)  0.063
H (-1.69818, -3.93716, 2.39107)  0.071
H (-1.46406, -2.19692, 2.09822)  0.068
H (-0.53798, -3.00776, 3.37765)  0.078
H (2.72308, -3.33858, 0.42571)  0.046
H (2.54745, -1.65478, -0.06976)  0.063
H (1.59075, -2.90865, -0.87634)  0.071
C (0.01681, 4.15832, -0.37922)  -0.097
C (-0.69176, 3.10592, -1.25552)  -0.864
C (0.18418, 2.85510, -2.50609)  -0.102
C (-2.03696, 3.70979, -1.73016)  -0.108
N (-0.85926, 1.94602, -0.46987)  -0.108
H (0.15418, 5.09100, -0.93602)  0.067
H (0.99203, 3.78451, -0.06221)  0.064
H (-0.57852, 4.36213, 0.51279)  0.064
H (0.30186, 3.75799, -3.11697)  0.060
H (-0.27410, 2.07697, -3.12096)  0.063
H (1.16804, 2.50057, -2.19349)  0.061
H (-1.89979, 4.61706, -2.33107)  0.058
H (-2.65148, 3.94468, -0.85924)  0.059
H (-2.57325, 2.97146, -2.33045)  0.060

Output
* multiplicity: 1
* LUMO level (alpha / beta): 3.3 / 3.3 eV
* total charge: -1
* HOMO energy (alpha / beta): -3.6 / -1.1 eV
* E: -13819.52056 eV

C6H11BNO2 | the ωB97M-V functional and the def2-TZVPD basis

Each line ends with the Löwdin charge.
Geometry (Å):
B (0.47592, -1.61602, 0.66024)  -0.645
C (-1.98146, 0.79607, -0.49842)  -0.034
C (-1.34030, 1.64381, -1.46423)  -0.041
C (-1.28745, 0.12555, 0.44884)  0.014
C (-0.05001, 1.38247, -1.77959)  -0.035
C (0.21805, -0.04220, 0.37475)  -0.298
C (1.01983, 0.71758, 1.37526)  0.010
N (0.58678, 0.24142, -1.11383)  0.120
O (0.65071, -1.92899, 1.92999)  0.278
O (0.65284, -2.47778, -0.38119)  0.221
H (-3.08727, 0.56007, -0.45641)  0.153
H (-1.93343, 2.37710, -2.01483)  0.125
H (-1.78799, -0.18219, 1.26914)  0.102
H (0.57482, 1.94966, -2.36235)  0.100
H (0.92974, 1.78947, 1.17608)  0.116
H (2.03672, 0.43588, 1.53417)  0.101
H (0.51014, 0.51234, 2.27728)  0.095
H (0.45799, -0.59094, -1.69991)  0.174
H (1.67756, 0.44054, -1.13425)  0.243
H (0.63719, -2.83420, 1.99747)  0.091
H (1.03962, -3.29962, -0.13820)  0.111

Output
* multiplicity: 3
* LUMO level (alpha / beta): -3.2 / -6.5 eV
* total charge: +1
* energy above the lowest of the compared OMol25 structures with the same formula, charge and spin: 0.00 kcal per mole
* HOMO energy (alpha / beta): -10.1 / -14.7 eV
* E: -12653.56254 eV
* ⟨S²⟩: 2.0090

C4H6BrN | the ωB97M-V functional and the def2-TZVPD basis

Each line ends with the Löwdin charge.
Geometry (Å):
C (0.17154, -1.71505, -0.12123)  0.058
C (-0.03299, -0.38793, -0.00860)  -0.460
C (1.04644, 0.52460, -0.02977)  -0.657
C (-1.41334, 0.18492, 0.13385)  -0.070
N (0.62061, 2.20265, 0.00161)  0.075
Br (2.83690, 0.08821, -0.09284)  0.772
H (-0.65583, -2.40262, -0.12063)  0.072
H (1.15650, -2.13553, -0.22508)  0.032
H (-1.97327, -0.39030, 0.86360)  0.081
H (-1.93471, 0.14048, -0.81974)  0.087
H (-1.34817, 1.22127, 0.44347)  0.048
H (1.52631, 2.66929, -0.02463)  -0.037

Output
* multiplicity: 1
* LUMO level (alpha / beta): -0.8 / -0.7 eV
* total charge: 0
* energy above the lowest of the compared OMol25 structures with the same formula, charge and spin: 69.02 kcal per mole
* HOMO energy (alpha / beta): -10.0 / -8.4 eV
* E: -75773.92734 eV

C24H66AsF6N6O6 | the ωB97M-V functional and the def2-TZVPD basis

Each line ends with the Löwdin charge.
Geometry (Å):
As (-0.33916, -0.06965, -0.93033)  0.913
F (-1.58196, -1.22927, -1.47039)  -0.274
F (-1.58204, 1.07835, -0.39971)  -0.247
F (0.89482, 0.88750, -0.21385)  -0.228
F (0.89306, -1.27183, -1.59102)  -0.273
F (-0.20907, 0.67008, -2.52341)  -0.254
F (-0.46645, -0.78973, 0.68409)  -0.266
C (-4.33655, 0.69777, 1.42208)  -0.101
C (-3.10197, 0.82628, 2.27268)  -0.485
C (-2.61617, 2.28821, 2.28067)  -0.258
O (-1.68071, 2.40554, 3.26258)  -0.245
C (-1.17329, 3.76153, 3.40227)  -0.257
N (-3.43462, 0.38445, 3.53585)  0.076
H (-5.18779, 1.23573, 1.83932)  0.069
H (-4.65666, -0.33288, 1.26911)  0.070
H (-4.33529, 1.11729, 0.41605)  0.069
H (-2.32840, 0.25419, 1.76044)  0.101
H (-3.44878, 2.93649, 2.55374)  0.104
H (-2.20617, 2.75403, 1.38456)  0.114
H (-0.87999, 4.02383, 4.41877)  0.045
H (-1.95843, 4.51658, 3.36287)  0.023
H (-0.38767, 4.03972, 2.69977)  0.049
H (-4.38464, 0.07046, 3.39808)  0.057
H (-3.73958, 1.28703, 3.87120)  0.074
C (1.68601, 1.06343, 2.70415)  -0.093
C (1.18676, 0.03201, 3.68274)  -0.410
C (2.32943, -0.34627, 4.82899)  -0.202
O (1.92326, -1.52183, 5.51813)  -0.178
C (3.03916, -2.05436, 6.27744)  -0.115
N (-0.08005, 0.43575, 4.29173)  0.088
H (0.82970, 1.48894, 2.18092)  0.073
H (2.41988, 0.64960, 2.01258)  0.066
H (2.39048, 1.73650, 3.19281)  0.062
H (1.10079, -0.85762, 3.05882)  0.099
H (2.38572, 0.57556, 5.40793)  0.100
H (3.35708, -0.35055, 4.46563)  0.096
H (3.94029, -1.84904, 5.69961)  0.068
H (2.93542, -3.13392, 6.38648)  0.074
H (3.07462, -1.61356, 7.27370)  0.074
H (-0.10409, 1.36842, 3.90488)  0.025
H (0.36911, 0.64298, 5.17231)  0.051
C (-1.45035, -4.02206, 1.48208)  -0.035
C (-2.26116, -2.81198, 2.22215)  -0.392
C (-3.01268, -3.30813, 3.43746)  -0.263
O (-3.33136, -2.27229, 4.33424)  -0.181
C (-4.31582, -2.79562, 5.25516)  -0.117
N (-1.24648, -1.99514, 2.83460)  0.048
H (-0.80778, -3.53067, 0.75151)  0.055
H (-2.03118, -4.65025, 0.80673)  0.053
H (-0.90862, -4.65116, 2.18839)  0.065
H (-2.97507, -2.29686, 1.57944)  0.133
H (-2.24529, -3.88325, 3.95558)  0.121
H (-3.83380, -3.84200, 2.95909)  0.121
H (-4.63451, -2.06470, 5.99832)  0.077
H (-4.00238, -3.67109, 5.82383)  0.071
H (-5.21011, -3.10206, 4.71255)  0.069
H (-0.56850, -2.70836, 3.06210)  0.069
H (-0.85810, -1.65737, 1.96559)  0.008
C (3.25447, 2.17101, -2.42977)  -0.084
C (3.68563, 0.77314, -2.73775)  -0.418
C (3.73457, -0.08589, -1.45137)  -0.206
O (3.95113, -1.44553, -1.81874)  -0.187
C (4.21666, -2.36246, -0.78473)  -0.135
N (2.66180, 0.14591, -3.57070)  0.081
H (2.37246, 2.13410, -1.79039)  0.079
H (2.98378, 2.72393, -3.32927)  0.063
H (4.07137, 2.78993, -2.05868)  0.076
H (4.69861, 0.74536, -3.13924)  0.130
H (2.95541, 0.19700, -0.74357)  0.095
H (4.57559, 0.33084, -0.89719)  0.109
H (4.47803, -3.39073, -1.03462)  0.077
H (3.32387, -2.44191, -0.16448)  0.080
H (4.94924, -2.00705, -0.06008)  0.072
H (2.41679, 1.03119, -3.99063)  0.026
H (1.88929, 0.13247, -2.92020)  0.026
C (-1.19747, 3.05008, -5.60051)  -0.075
C (-0.14773, 3.60239, -4.67351)  -0.461
C (-0.66409, 4.19460, -3.41358)  -0.194
O (0.47788, 4.67476, -2.61386)  -0.224
C (-0.03263, 5.57691, -1.64726)  -0.285
N (0.77581, 2.52497, -4.35187)  0.051
H (-1.71585, 3.96743, -5.87954)  0.063
H (-1.91281, 2.42164, -5.06999)  0.083
H (-0.89676, 2.67029, -6.57694)  0.074
H (0.46066, 4.37661, -5.14101)  0.139
H (-1.27709, 3.53959, -2.79448)  0.130
H (-1.18357, 5.13171, -3.61377)  0.106
H (-0.43843, 6.48452, -2.09410)  0.051
H (0.74257, 5.80568, -0.91595)  0.042
H (-0.79568, 5.12479, -1.01366)  0.049
H (0.26054, 1.79326, -3.88368)  0.033
H (1.24394, 3.04787, -3.62555)  0.024
C (0.01291, -4.09758, -2.73924)  -0.067
C (0.96774, -3.48115, -3.78924)  -0.426
C (0.17183, -2.35883, -4.56114)  -0.176
O (1.13789, -1.45808, -5.18202)  -0.179
C (0.36485, -0.62094, -5.99272)  -0.159
N (2.09434, -2.90018, -3.18228)  0.040
H (0.56937, -4.73572, -2.05278)  0.068
H (-0.53016, -4.83987, -3.32420)  0.061
H (-0.62276, -3.42238, -2.16642)  0.057
H (1.22133, -4.17860, -4.58758)  0.124
H (-0.50622, -1.82000, -3.89930)  0.101
H (-0.46260, -2.93213, -5.23709)  0.107
H (-0.37361, -1.11439, -6.62461)  0.074
H (1.02496, -0.02213, -6.62023)  0.084
H (-0.14347, 0.13018, -5.38813)  0.060
H (2.62570, -3.56018, -2.63259)  0.060
H (1.68689, -2.56167, -2.32234)  0.027

Output
* multiplicity: 2
* LUMO level (alpha / beta): 4.2 / 4.1 eV
* total charge: -2
* energy above the lowest of the compared OMol25 structures with the same formula, charge and spin: 66.23 kcal per mole
* HOMO energy (alpha / beta): 2.7 / -3.9 eV
* E: -124320.48184 eV
* ⟨S²⟩: 0.7507

Question: Which value of E does entry 2 give?
Answer: -13819.52056 eV